Below is a 2-piece molecular cluster, C2H9N4OP overall in a non-equilibrium geometry, with properties calculated with wB97M-V/def2-TZVPD.

Each atom is followed by the atoms it is bonded to, with distances in Å.
Element x y z (Å)
1 C -0.750 0.790 1.895  C2 1.500, N3 1.442, H9 1.165, H10 1.163
2 C -0.329 2.087 1.267  C1 1.500, N3 1.444, H11 1.057, H12 1.116
3 N -1.458 1.339 0.765  C1 1.442, C2 1.444, N6 1.359
4 N 0.221 -2.575 -0.672  P8 1.682, H13 1.001, H14 1.018
5 N 1.386 -0.731 -2.094  P8 1.723, H15 1.014, H16 1.006
6 N -1.317 0.619 -0.378  N3 1.359, H17 1.002
7 O 1.743 -0.839 0.552  P8 1.464
8 P 0.750 -0.986 -0.514  N4 1.682, N5 1.723, O7 1.464
9 H -0.205 -0.236 1.816  C1 1.165
10 H -1.344 0.924 2.886  C1 1.163
11 H -0.594 3.037 1.646  C2 1.057
12 H 0.621 2.103 0.682  C2 1.116
13 H -0.253 -3.036 0.079  N4 1.001
14 H -0.068 -2.868 -1.603  N4 1.018
15 H 0.873 -1.025 -2.918  N5 1.014
16 H 1.530 0.227 -2.368  N5 1.006
17 H -0.805 1.171 -1.040  N6 1.002

Computed properties:
**Total charge**: 0
**Total energy**: -19513.6654 eV
**HOMO (alpha / beta)**: -7.6 / -8.0 eV
**Orbital gap (alpha / beta)**: 7.7 / 7.9 eV
**Relative energy (zero: lowest compared OMol25 entry of this formula, charge and spin)**: 52.2 kcal/mol